43
Properties=species:S:1:pos:R:3:forces:R:3:lowdin_charge:R:1 method="wB97M-V/def2-TZVPD" total_energy_ev=-24364.534 relative_energy_kj_mol=886.5 total_charge=+1 multiplicity=3 gap_ev="5.62 / 3.84"
Pt 1.610425 1.598492 0.354774 0.02 -0.21 -0.43 0.855
B 3.313719 1.838345 3.403656 -1.44 -0.29 -1.18 -0.088
H 4.181507 1.944836 2.771311 4.25 2.23 -1.68 0.040
H 3.647594 1.974989 4.420563 2.94 -1.05 4.25 0.059
H 2.600177 2.601676 3.134513 -2.98 2.55 -2.94 0.000
H 2.837319 0.872802 3.332936 -2.89 -3.51 1.23 0.012
C -0.447477 4.105195 -2.649073 1.31 0.95 -2.50 -0.288
C -0.872401 2.751134 -3.194072 -0.39 -0.65 0.47 -0.195
O -0.106937 1.677494 -2.603783 0.38 0.68 0.49 -0.092
O -0.137261 4.101110 -1.317215 -0.49 -0.28 2.72 -0.063
H -1.167063 4.890724 -2.879784 -0.73 -0.45 -0.08 0.129
H 0.442188 4.571248 -3.072613 0.35 -0.74 -1.10 0.121
H -0.842987 2.634927 -4.277461 0.17 0.59 -0.03 0.126
H -1.915435 2.657285 -2.891812 -0.19 -0.36 0.04 0.116
H -0.200109 0.857249 -3.093798 -0.22 0.18 -0.21 0.085
H -0.622143 4.851735 -0.966420 0.19 -0.16 0.68 0.100
C 4.925927 -0.209724 -1.940645 0.00 -1.42 0.63 -0.234
C 4.541907 -1.504433 -1.122484 -1.54 1.81 -1.00 -0.168
O 3.144116 -1.374882 -0.685027 1.00 0.11 0.18 -0.107
O 4.542528 0.973323 -1.281463 -0.62 0.40 1.11 -0.090
H 4.448411 -0.186197 -2.920207 0.34 -0.43 -0.18 0.119
H 6.012696 -0.293482 -1.941871 0.15 0.25 -0.75 0.120
H 5.255497 -1.586515 -0.302628 -0.45 -0.24 0.27 0.115
H 4.561348 -2.362805 -1.793987 0.57 0.03 0.09 0.120
H 2.667725 -2.142566 -1.009571 -0.02 -0.02 0.09 0.077
H 5.111865 1.705484 -1.529244 0.11 -0.12 -0.12 0.092
C -3.386182 -1.750838 2.944005 0.07 -2.63 0.91 -0.082
C -2.314507 -1.697608 1.837298 -2.28 -1.61 0.03 -0.401
C -3.023553 -2.212959 0.521341 -0.30 -0.09 0.20 -0.160
O -3.571293 -3.552362 0.690416 2.22 0.85 0.44 -0.209
C -4.786888 -3.836689 0.069829 -0.08 -0.06 -0.11 -0.121
N -1.904682 -0.302640 1.893214 0.65 0.28 -1.51 0.015
H -2.947883 -1.321425 3.844894 -0.58 0.35 0.07 0.077
H -3.658692 -2.761511 3.247913 0.72 -0.61 0.05 0.075
H -4.427745 -1.505272 2.736781 0.31 1.43 -0.53 0.088
H -1.504705 -2.409101 1.998890 0.18 0.30 0.46 0.136
H -2.384015 -2.253323 -0.360390 0.29 0.26 0.05 0.115
H -3.832171 -1.508273 0.327291 -0.29 0.10 -0.21 0.112
H -5.479482 -3.193398 0.612599 -1.02 -0.52 -0.58 0.093
H -4.941127 -4.915427 0.095200 -0.30 0.01 1.17 0.092
H -4.833927 -3.766919 -1.016915 0.30 1.20 -0.30 0.083
H -2.791805 0.155358 1.740410 -0.05 0.77 -0.28 0.068
H -1.744478 -0.115057 2.872629 0.36 0.08 0.11 0.056